The following is a DFT calculation (the ωB97M-V functional and the def2-TZVPD basis) of a 2-piece molecular cluster, C31H26O4 overall in a non-equilibrium geometry.

XYZ file:
```
61
Properties=species:S:1:pos:R:3:forces:R:3
C 5.826 4.198 0.926 -0.187 0.039 -0.110
O 5.476 2.812 0.979 -1.075 -0.153 -0.096
C 4.176 2.459 0.817 -0.519 -0.525 -0.197
C 3.870 1.079 1.000 1.020 0.570 0.122
C 2.580 0.626 0.961 -0.268 -0.513 -0.066
C 1.492 1.483 0.655 0.110 0.488 -0.174
C 0.160 0.976 0.651 -0.031 0.586 0.491
C -1.035 1.716 0.855 -0.031 0.076 0.222
C -2.304 1.086 0.644 -0.081 -0.174 0.043
C -3.464 1.811 0.789 0.465 0.887 0.150
C -3.412 3.190 1.115 -0.147 -0.225 -0.472
O -4.623 3.814 1.098 1.083 -1.162 0.026
C -5.631 2.794 0.748 -0.203 0.150 -0.039
C -4.896 1.454 0.583 -0.390 -0.680 -0.131
C -2.183 3.815 1.399 -0.882 0.394 0.125
C -1.039 3.069 1.333 0.238 -0.431 -0.320
C 1.819 2.834 0.344 -0.007 -0.120 0.371
C 3.108 3.322 0.447 0.730 0.247 0.093
H 6.893 4.239 1.144 -0.175 -0.007 -0.038
H 5.639 4.601 -0.079 0.045 -0.031 0.253
H 5.269 4.773 1.682 0.135 -0.166 -0.238
H 4.717 0.404 1.168 -0.496 0.205 0.106
H 2.380 -0.418 1.223 0.083 0.274 -0.359
H 0.054 -0.100 0.541 -0.019 -0.168 -0.166
H -2.352 0.023 0.373 0.147 0.447 -0.079
H -6.375 2.766 1.554 0.283 0.135 -0.180
H -6.126 3.111 -0.178 0.230 0.071 0.287
H -5.041 1.020 -0.416 -0.080 0.084 0.303
H -5.237 0.721 1.330 0.092 0.171 -0.290
H -2.180 4.868 1.671 0.104 -0.223 0.123
H -0.108 3.508 1.676 -0.188 -0.040 -0.098
H 1.029 3.514 0.040 0.267 -0.161 -0.212
H 3.316 4.375 0.223 -0.180 -0.522 0.072
C -4.999 -4.003 -0.716 0.367 0.245 -0.202
C -3.807 -4.214 -0.015 -0.175 0.070 -0.159
C -2.616 -3.610 -0.435 -0.100 0.182 0.112
C -2.578 -2.764 -1.553 -0.699 -0.514 -0.077
C -1.337 -1.982 -1.968 0.940 0.560 -0.524
C -0.087 -2.279 -1.298 0.070 -0.330 -0.457
C 1.177 -1.706 -1.704 -1.092 0.251 -0.581
C 2.448 -2.300 -1.115 0.829 -0.288 0.011
C 2.453 -3.179 -0.023 -0.040 0.191 0.179
C 3.640 -3.521 0.632 0.213 0.068 -0.120
C 4.869 -3.027 0.182 -0.418 0.193 -0.212
C 4.886 -2.225 -0.964 -0.135 -0.136 -0.086
C 3.703 -1.907 -1.635 -0.329 0.163 0.451
O 1.298 -0.736 -2.475 0.370 -0.419 0.691
O -1.470 -1.128 -2.863 -0.386 -0.442 0.740
C -3.766 -2.634 -2.308 0.088 0.096 0.492
C -4.964 -3.213 -1.873 0.326 -0.043 0.071
H -5.941 -4.444 -0.380 0.341 0.107 -0.069
H -3.816 -4.841 0.877 0.073 0.120 -0.200
H -1.701 -3.771 0.141 -0.400 0.073 -0.129
H -0.040 -3.261 -0.826 -0.020 0.436 0.088
H 1.502 -3.574 0.349 0.421 0.230 -0.022
H 3.613 -4.158 1.514 -0.053 0.054 -0.203
H 5.799 -3.263 0.701 -0.257 0.025 -0.083
H 5.830 -1.828 -1.339 -0.175 -0.196 0.030
H 3.732 -1.302 -2.543 -0.144 -0.044 0.353
H -3.748 -2.039 -3.222 0.111 -0.051 0.304
H -5.878 -3.034 -2.440 0.201 -0.126 0.080
```
Positions in Å, forces in eV/Å.

## Properties
E	-1497.7383	Eh
charge	0
maximum force	0.0309	hartree/bohr

The following is a DFT calculation (the ωB97M-V functional and the def2-TZVPD basis) of a 6-piece molecular cluster, C24H60O12 overall in a non-equilibrium geometry.

XYZ file:
```
96
Properties=species:S:1:pos:R:3:forces:R:3
C 17.786 5.290 24.811 0.774 0.817 -0.267
O 16.938 6.238 25.422 -0.602 -0.397 0.291
C 15.946 6.670 24.517 0.203 1.185 -0.321
C 14.984 7.703 25.128 0.550 -1.505 -0.028
O 15.612 8.908 25.438 0.149 0.483 0.412
C 15.837 9.746 24.328 -0.146 -0.030 -0.321
H 18.420 4.851 25.579 -0.267 -0.249 0.062
H 18.473 5.822 24.130 -0.097 -0.176 -0.106
H 17.255 4.550 24.207 -0.123 -0.165 0.300
H 15.393 5.829 24.093 -0.094 -0.117 0.045
H 16.458 7.205 23.705 -0.021 -0.291 -0.361
H 14.599 7.247 26.041 -0.093 0.382 0.179
H 14.155 7.823 24.423 -0.076 0.192 -0.034
H 16.569 9.333 23.628 -0.033 -0.036 -0.053
H 16.224 10.707 24.658 -0.006 -0.067 0.309
H 14.895 9.931 23.800 0.015 -0.008 -0.111
C 25.053 10.170 27.081 -0.313 0.708 0.893
O 24.799 8.874 27.565 -0.142 -0.367 -0.739
C 23.953 8.108 26.680 0.210 1.039 1.051
C 23.599 6.860 27.461 0.264 -0.505 0.091
O 23.128 5.790 26.671 0.018 0.069 -0.304
C 21.896 6.023 26.022 -0.389 -0.415 0.349
H 24.152 10.648 26.685 -0.181 -0.181 -0.250
H 25.851 10.271 26.341 0.058 -0.402 -0.038
H 25.299 10.770 27.964 0.312 -0.070 -0.186
H 24.472 7.925 25.735 -0.081 -0.297 -0.035
H 23.066 8.729 26.522 -0.137 -0.184 -0.435
H 22.903 7.086 28.280 -0.237 0.184 -0.222
H 24.493 6.488 27.965 0.113 0.021 -0.211
H 21.149 6.378 26.744 0.011 0.246 -0.114
H 21.535 5.058 25.660 0.156 -0.025 -0.025
H 21.938 6.696 25.161 0.217 0.213 0.156
C 20.952 11.254 34.208 -0.504 -1.265 -0.462
O 20.731 12.013 33.037 0.400 0.950 0.264
C 20.621 11.324 31.835 -0.281 -0.845 -1.024
C 21.930 10.762 31.260 -0.231 0.401 0.533
O 22.609 9.902 32.156 0.213 -0.170 -0.513
C 22.184 8.550 32.038 -0.452 0.844 1.057
H 21.916 10.749 34.221 0.219 0.304 -0.010
H 20.208 10.441 34.215 -0.035 0.086 0.284
H 20.822 11.854 35.102 -0.047 0.350 -0.194
H 20.253 12.004 31.059 0.015 0.309 0.265
H 19.833 10.553 31.865 0.158 -0.167 0.394
H 22.554 11.635 31.056 0.335 -0.206 0.113
H 21.757 10.242 30.311 -0.205 0.105 -0.071
H 21.117 8.487 32.292 -0.059 -0.137 -0.345
H 22.687 8.037 32.855 0.276 -0.360 -0.427
H 22.368 8.151 31.041 0.173 -0.183 0.042
C 18.655 12.317 23.026 -0.297 0.381 -0.265
O 18.689 11.064 22.385 0.203 0.001 -0.069
C 19.971 10.789 21.847 -0.189 -0.256 0.539
C 19.896 9.456 21.122 0.229 -0.005 -0.714
O 21.169 9.027 20.670 0.189 0.189 0.193
C 22.002 8.530 21.692 0.118 -0.702 -0.008
H 18.704 13.128 22.287 0.075 -0.006 0.011
H 19.474 12.470 23.737 0.021 -0.236 0.064
H 17.699 12.407 23.539 0.051 -0.074 0.080
H 20.681 10.710 22.679 0.108 0.070 -0.009
H 20.328 11.605 21.211 -0.126 -0.072 -0.260
H 19.313 9.533 20.204 -0.179 0.193 0.139
H 19.415 8.690 21.741 0.069 0.074 0.215
H 22.254 9.258 22.465 -0.108 0.093 0.023
H 22.934 8.171 21.257 -0.030 0.261 -0.251
H 21.550 7.639 22.146 -0.140 0.144 0.232
C 20.512 17.007 28.922 0.445 -0.353 0.981
O 19.259 16.629 29.452 -0.244 0.007 -0.616
C 19.274 15.278 29.859 0.298 0.001 0.170
C 17.961 14.557 29.697 -0.281 -0.317 -0.338
O 16.883 15.229 30.281 0.105 0.500 0.074
C 15.644 14.595 30.092 0.058 -0.442 0.517
H 20.523 18.055 28.636 -0.381 -0.038 -0.250
H 20.812 16.335 28.113 -0.066 0.230 -0.271
H 21.274 16.905 29.711 0.070 0.000 -0.099
H 19.645 15.213 30.889 -0.156 0.025 0.110
H 19.985 14.706 29.248 0.047 -0.005 -0.022
H 18.096 13.568 30.166 -0.044 0.001 -0.085
H 17.743 14.373 28.633 0.139 0.113 0.007
H 15.203 14.687 29.094 0.299 0.273 -0.142
H 14.974 15.038 30.827 -0.149 -0.060 -0.105
H 15.741 13.521 30.300 -0.118 0.005 0.065
C 20.221 11.641 27.461 0.105 0.351 -0.509
O 19.041 11.167 28.063 0.202 0.162 -0.047
C 18.444 10.030 27.448 -0.007 -0.041 0.894
C 19.372 8.881 27.110 0.038 0.297 -0.248
O 20.193 9.105 25.975 0.702 -1.063 0.232
C 19.598 8.838 24.715 -0.591 2.063 0.503
H 20.130 11.793 26.379 -0.169 -0.328 -0.076
H 21.050 10.960 27.642 0.246 0.001 -0.036
H 20.461 12.637 27.836 -0.115 -0.148 0.483
H 17.818 10.349 26.611 -0.038 -0.149 -0.072
H 17.843 9.634 28.273 -0.503 0.065 -0.410
H 18.767 7.976 26.992 -0.024 -0.019 -0.105
H 20.033 8.736 27.971 0.110 -0.066 -0.129
H 20.351 9.064 23.968 0.192 -0.505 -0.048
H 18.873 9.657 24.613 -0.420 -0.452 -0.579
H 19.093 7.883 24.567 0.268 -0.222 0.343
```
Positions in Å, forces in eV/Å.

## Properties
SMILES string	COCCOC.COCCOC.COCCOC.COCCOC.COCCOC.COCCOC
E	-1853.0031	Eh
charge	0
maximum force	0.0429	hartree/bohr

The following is a DFT calculation (the ωB97M-V functional and the def2-TZVPD basis) of a 2-piece molecular cluster, C5H7N2O3S overall in a non-equilibrium geometry.

XYZ file:
```
18
Properties=species:S:1:pos:R:3:forces:R:3
C -0.789 0.315 0.454 -5.285 0.837 0.873
C -3.774 -0.486 1.656 0.392 -0.800 0.723
C -3.128 0.044 0.497 4.237 1.039 -1.697
C 1.237 1.319 0.527 0.985 -2.336 -1.003
C 1.493 -0.060 1.228 -0.993 1.823 2.368
N -3.586 0.374 -0.681 -0.508 0.993 -0.483
N -0.213 1.487 0.466 -0.037 -1.501 0.179
O -4.972 -0.525 1.606 -0.109 -0.198 0.665
O -2.536 0.920 -1.541 -1.911 -0.602 0.211
O -4.759 0.377 -1.067 2.267 -0.077 0.304
S -0.030 -1.081 0.869 1.372 0.224 -0.430
H -3.070 -0.876 2.457 -0.992 0.407 -0.415
H 1.778 2.170 0.882 0.127 0.339 0.597
H 1.613 1.033 -0.450 -0.190 1.002 -0.792
H 2.440 -0.514 1.008 0.190 -0.275 -0.442
H 1.435 0.153 2.321 0.211 -0.664 -0.520
H -3.069 1.147 -2.337 0.257 -0.085 0.243
H -0.705 2.369 0.533 -0.012 -0.127 -0.382
```
Positions in Å, forces in eV/Å.

## Properties
E	-927.6079	Eh
charge	+1
maximum force	0.1054	hartree/bohr